A molecular structure, C51H42F2N12O11Rb. Source: the Open Molecules 2025 dataset; level of theory: wB97M-V/def2-TZVPD.

Cartesian coordinates (Å):
Rb: 0.331 0.073 0.830
N: -2.536 -3.332 -0.551
C: -1.760 -2.221 -0.486
N: -1.860 -1.192 -1.253
C: -2.797 -1.226 -2.280
N: -2.931 -0.298 -3.155
N: -1.977 0.698 -3.198
C: -2.145 1.722 -2.473
C: -1.222 2.877 -2.555
C: -1.206 3.789 -1.509
C: -0.315 4.849 -1.551
C: 0.505 4.971 -2.657
C: 0.409 4.014 -3.661
N: -0.422 2.982 -3.626
C: -3.724 -2.377 -2.369
C: -4.740 -2.460 -3.321
C: -5.581 -3.555 -3.365
C: -5.415 -4.595 -2.450
C: -4.413 -4.537 -1.504
C: -3.566 -3.428 -1.467
H: -2.436 -4.011 0.185
H: -1.024 -2.264 0.304
H: -2.953 1.776 -1.741
H: -1.832 3.628 -0.642
H: -0.233 5.530 -0.713
H: 1.234 5.768 -2.733
H: 1.054 4.079 -4.533
H: -4.849 -1.637 -4.014
H: -6.371 -3.604 -4.104
H: -6.076 -5.452 -2.476
H: -4.277 -5.336 -0.785
F: -0.317 -0.116 -6.313
C: 0.511 -0.967 -5.665
C: 0.604 -0.940 -4.298
C: 1.419 -1.869 -3.661
C: 1.568 -1.780 -2.176
O: 1.215 -0.760 -1.614
C: 2.160 -2.963 -1.563
C: 2.822 -3.821 -2.361
N: 2.921 -3.733 -3.732
C: 3.765 -4.649 -4.439
C: 5.155 -4.859 -3.923
C: 4.941 -4.096 -5.197
C: 2.143 -2.812 -4.406
C: 2.076 -2.778 -5.802
C: 1.263 -1.850 -6.429
N: 1.228 -1.822 -7.858
C: 1.117 -0.548 -8.538
C: 1.630 -0.762 -9.985
N: 2.298 -2.105 -10.007
C: 1.277 -3.193 -9.844
C: 0.492 -2.859 -8.551
C: 2.097 -3.317 -0.073
O: 2.828 -4.261 0.282
O: 1.294 -2.659 0.623
H: 0.038 -0.211 -3.727
H: 3.339 -4.652 -1.900
H: 3.261 -5.514 -4.861
H: 5.561 -5.859 -3.978
H: 5.439 -4.293 -3.048
H: 5.208 -4.570 -6.133
H: 5.081 -3.024 -5.158
H: 2.672 -3.455 -6.400
H: 1.728 0.184 -8.014
H: 0.095 -0.162 -8.579
H: 2.352 -0.011 -10.296
H: 0.822 -0.804 -10.713
H: 2.853 -2.141 -9.139
H: 2.893 -2.244 -10.819
H: 1.816 -4.136 -9.781
H: 0.653 -3.191 -10.735
H: 0.423 -3.739 -7.917
H: -0.528 -2.543 -8.802
N: 4.093 -0.553 0.440
C: 4.033 -0.862 1.547
C: 3.925 -1.240 2.934
C: 4.293 -0.334 3.926
C: 4.160 -0.691 5.257
C: 3.667 -1.946 5.593
C: 3.310 -2.846 4.599
C: 3.433 -2.504 3.260
H: 4.653 0.647 3.645
H: 4.423 0.014 6.034
H: 3.554 -2.216 6.636
H: 2.922 -3.821 4.866
H: 3.153 -3.193 2.473
F: 0.081 -2.211 8.259
C: 0.361 -1.635 7.072
C: -0.025 -2.200 5.921
N: 0.291 -1.664 4.702
C: -0.257 -2.274 3.490
C: -1.766 -1.947 3.329
O: -2.457 -2.154 4.340
O: -2.104 -1.534 2.195
C: 0.914 -0.444 4.604
O: 1.177 0.106 3.551
N: 1.251 0.134 5.815
C: 1.078 -0.378 7.094
O: 1.489 0.206 8.079
H: -0.607 -3.108 5.894
H: -0.135 -3.355 3.580
H: 0.323 -1.953 2.634
H: 1.734 1.019 5.740
O: 1.327 4.432 1.577
C: 1.354 3.390 0.911
O: 0.435 2.563 0.681
C: 2.664 3.063 0.175
C: 3.888 3.544 0.630
C: 5.059 3.255 -0.050
C: 4.977 2.504 -1.214
C: 3.776 2.016 -1.696
C: 2.624 2.293 -0.984
N: 6.207 2.204 -1.953
O: 6.111 1.639 -3.029
O: 7.264 2.608 -1.504
H: 3.897 4.157 1.522
H: 6.021 3.602 0.297
H: 3.755 1.410 -2.589
H: 1.674 1.901 -1.320

M: 1122.43 u
DFT total energy: -100062.3589 eV
Charge: -1
HOMO level: -5.1 eV
F_max: 0.95 eV/A
Kohn-Sham gap: 4.6986 eV

=====

2 unconnected molecules or ions with the total composition C6H17N2 in a non-equilibrium geometry. Source: the Open Molecules 2025 dataset; level of theory: wB97M-V/def2-TZVPD.

Cartesian coordinates (Å):
C: 2.139 0.419 -0.773
C: 1.675 -1.185 1.228
C: -1.637 0.847 -1.194
C: -2.085 -0.533 0.719
C: -0.583 1.418 0.780
C: 1.595 -0.875 -0.189
N: 0.918 -1.677 -0.944
N: -1.067 0.248 0.016
H: 2.647 0.587 -1.730
H: 2.792 0.829 -0.003
H: 1.181 0.961 -0.791
H: 1.922 -0.222 1.780
H: 2.379 -2.046 1.394
H: 0.702 -1.482 1.486
H: -2.301 1.745 -0.941
H: -0.772 1.356 -1.884
H: -2.087 0.092 -1.839
H: -1.751 -0.844 1.757
H: -3.039 -0.152 0.799
H: -2.070 -1.511 0.277
H: -1.291 1.774 1.486
H: 0.143 1.050 1.477
H: -0.224 2.240 0.131
H: 0.609 -2.532 -0.569
H: 0.851 -1.471 -1.945

M: 117.22 u
DFT total energy: -9469.8447 eV
Charge: +1
HOMO level: -12.5 eV
F_max: 4.06 eV/A
Kohn-Sham gap: 8.4334 eV

=====

2 unconnected molecules or ions with the total composition C5H10NO in a non-equilibrium geometry. Source: the Open Molecules 2025 dataset; level of theory: wB97M-V/def2-TZVPD.

Cartesian coordinates (Å):
C: -0.939 0.750 -1.648
C: 0.471 0.921 -1.230
C: -0.569 0.155 -0.319
C: 1.040 -1.167 0.897
C: -0.354 -1.266 0.173
N: -0.890 1.271 2.368
O: 0.224 1.858 2.620
H: -1.772 1.562 -1.817
H: -1.123 -0.023 -2.364
H: 1.137 0.141 -1.802
H: 1.042 1.789 -0.848
H: 1.349 -1.833 1.672
H: 0.895 -0.114 1.426
H: 1.732 -1.230 0.059
H: -1.166 -1.514 0.932
H: -0.309 -2.033 -0.603
H: -0.769 0.735 0.485

M: 100.14 u
DFT total energy: -8880.0434 eV
Charge: -1
HOMO level (alpha / beta): -0.7 / -0.8 eV
F_max: 3.28 eV/A
Kohn-Sham gap (alpha / beta): 4.7753 / 4.8159 eV

=====

A single C7H7NO3 molecule in a non-equilibrium geometry. Source: the Open Molecules 2025 dataset; level of theory: wB97M-V/def2-TZVPD.

Cartesian coordinates (Å):
C: -1.498 -1.772 1.188
C: -0.849 -0.677 0.544
C: 0.427 -0.251 0.904
C: 0.989 0.896 0.255
C: 0.621 1.527 -0.938
C: 1.666 2.520 -1.116
C: 2.506 2.411 -0.025
O: 2.088 1.496 0.821
N: 1.175 -0.948 2.004
O: 0.671 -1.029 3.053
O: 2.202 -1.439 1.663
H: -1.798 -2.358 0.496
H: -2.396 -1.453 1.724
H: -0.981 -2.379 1.953
H: -1.380 -0.201 -0.290
H: -0.025 1.061 -1.789
H: 1.932 3.277 -1.872
H: 3.389 2.925 0.277

M: 153.14 u
DFT total energy: -14999.6133 eV
HOMO level: -8.3 eV
F_max: 6.86 eV/A
Kohn-Sham gap: 8.3687 eV
Structure (SMILES): C/C=C(/c1ccco1)[N+](=O)[O-]

=====

2 unconnected molecules or ions with the total composition C3H8N2O in a non-equilibrium geometry. Source: the Open Molecules 2025 dataset; level of theory: wB97M-V/def2-TZVPD.

Cartesian coordinates (Å):
H: 2.727 -0.411 -0.627
N: 1.885 -0.142 -0.128
C: 1.709 1.122 -0.043
N: 0.623 1.579 0.620
H: 2.328 1.930 -0.429
H: -0.066 0.969 1.035
H: 0.428 2.559 0.730
C: -2.358 -0.877 -0.335
C: -1.073 -1.211 -0.369
O: -0.436 -1.552 0.786
H: -2.899 -0.585 -1.226
H: -2.896 -0.703 0.587
H: -0.469 -1.286 -1.266
H: 0.497 -1.392 0.665

M: 88.11 u
DFT total energy: -8267.6544 eV
HOMO level: -8.6 eV
F_max: 1.13 eV/A
Kohn-Sham gap: 9.5208 eV
Structure (SMILES): [H]/N=C/N.C=CO

=====

A molecular structure, C32H33As2MoNO5 in a non-equilibrium geometry. Source: the Open Molecules 2025 dataset; level of theory: wB97M-V/def2-TZVPD.

Cartesian coordinates (Å):
Mo: -2.214 -0.251 -0.704
O: -1.255 -1.947 -1.374
C: -2.077 -2.826 -2.212
C: -3.398 -2.951 -1.497
N: -4.051 -1.630 -1.300
C: -4.661 -1.069 -2.524
C: -3.982 0.248 -2.855
O: -4.455 1.219 -3.316
O: -2.633 0.205 -2.446
C: -4.938 -1.646 -0.130
C: -4.095 -1.561 1.134
O: -4.299 -2.033 2.186
O: -2.928 -0.800 0.885
H: -0.319 -1.845 -1.680
H: -1.585 -3.795 -2.274
H: -2.149 -2.374 -3.202
H: -3.203 -3.372 -0.507
H: -4.058 -3.643 -2.026
H: -5.725 -0.878 -2.395
H: -4.554 -1.753 -3.368
H: -5.565 -2.538 -0.073
H: -5.587 -0.768 -0.152
C: 0.106 1.352 -3.648
C: 1.170 0.564 -3.573
As: 1.620 -0.973 -0.488
C: 1.635 -2.043 1.133
C: 0.440 -2.522 1.664
C: 0.447 -3.313 2.801
C: 1.653 -3.650 3.401
C: 2.847 -3.196 2.861
C: 2.843 -2.388 1.730
C: 3.348 -0.121 -0.452
C: 4.183 -0.379 -1.535
C: 5.471 0.140 -1.555
C: 5.918 0.918 -0.499
C: 5.085 1.177 0.584
C: 3.802 0.655 0.613
As: 0.015 0.744 0.232
C: -0.156 0.947 2.152
C: -1.259 1.671 2.599
C: -1.427 1.908 3.953
C: -0.495 1.421 4.861
C: 0.604 0.705 4.413
C: 0.780 0.463 3.057
C: 0.283 2.530 -0.442
C: 1.547 3.064 -0.658
C: 1.665 4.365 -1.130
C: 0.532 5.126 -1.379
C: -0.730 4.591 -1.160
C: -0.855 3.291 -0.698
H: -0.737 1.113 -4.284
H: 0.066 2.294 -3.117
H: 2.032 0.842 -2.978
H: 1.247 -0.355 -4.144
H: -0.513 -2.264 1.212
H: -0.487 -3.663 3.222
H: 1.661 -4.269 4.288
H: 3.789 -3.466 3.320
H: 3.782 -2.030 1.328
H: 3.837 -0.986 -2.365
H: 6.121 -0.065 -2.395
H: 6.921 1.324 -0.515
H: 5.437 1.783 1.408
H: 3.163 0.858 1.465
H: -1.981 2.077 1.898
H: -2.279 2.477 4.299
H: -0.627 1.604 5.919
H: 1.333 0.330 5.119
H: 1.636 -0.109 2.729
H: 2.439 2.481 -0.473
H: 2.648 4.782 -1.302
H: 0.632 6.139 -1.746
H: -1.615 5.183 -1.355
H: -1.849 2.882 -0.543

M: 757.40 u
DFT total energy: -168964.0387 eV
Charge: +2
HOMO level (alpha / beta): -13.9 / -13.9 eV
F_max: 1.23 eV/A
Kohn-Sham gap (alpha / beta): 6.2063 / 6.2114 eV

=====

Look up the M of the first one. 1122.43 u

=====

Among the records above, which one has the lowest M? C3H8N2O